No. 1
ORCA calculation (the ωB97M-V functional and the def2-TZVPD basis) on a molecular structure, C14H42CoO11.

Each line ends with the natural charge from an NBO analysis.
Atoms and positions in Å:
Co1 1.9703 -0.5933 2.4765  1.539
C1 0.7513 -0.1641 0.3770  0.990
O1 2.0368 0.0626 0.5770  -0.902
O2 0.2015 -0.5915 1.4514  -0.863
O3 0.1759 0.0949 -0.6925  -0.756
C2 -4.8136 -1.1434 2.1878  -0.625
C3 -3.5344 -0.3939 1.8110  -0.067
O4 -2.4236 -1.2013 2.1607  -0.774
H1 -4.9629 -1.0043 3.2631  0.195
H2 -4.6235 -2.2068 2.0430  0.217
H3 -5.6844 -0.8005 1.6392  0.215
H4 -3.4890 0.5808 2.3028  0.153
H5 -3.5904 -0.2402 0.7271  0.176
H6 -1.6079 -0.7756 1.8548  0.496
C4 -0.7398 -0.3464 -5.1848  -0.634
C5 0.5978 -0.2081 -4.4776  -0.068
O5 0.5109 0.8854 -3.5316  -0.754
H7 -1.5811 -0.5215 -4.5185  0.224
H8 -0.7129 -1.2196 -5.8534  0.195
H9 -0.9905 0.5127 -5.8069  0.206
H10 1.3805 0.0789 -5.1806  0.166
H11 0.8669 -1.1280 -3.9554  0.168
H12 0.4629 0.4854 -2.6491  0.489
C6 2.9850 3.1813 -1.6403  -0.642
C7 3.2173 3.1111 -0.1459  -0.065
O6 4.0501 1.9926 0.1990  -0.757
H13 2.5167 4.1190 -1.9446  0.218
H14 2.3008 2.3954 -1.9708  0.221
H15 3.9197 3.0558 -2.1853  0.207
H16 2.2997 3.0479 0.4493  0.161
H17 3.7080 4.0264 0.1960  0.166
H18 3.4629 1.2192 0.1725  0.481
C8 -2.4630 4.0685 -1.4799  -0.620
C9 -1.8342 2.7133 -1.2463  -0.065
O7 -0.4971 2.8671 -0.7955  -0.756
H19 -3.4821 3.9414 -1.8528  0.206
H20 -1.8955 4.7004 -2.1599  0.212
H21 -2.5961 4.6089 -0.5375  0.197
H22 -1.8401 2.1427 -2.1781  0.179
H23 -2.4258 2.1543 -0.5133  0.147
H24 -0.0692 1.9925 -0.8238  0.486
C10 1.6746 -0.5341 6.4617  -0.643
C11 1.6262 -1.5797 5.3666  -0.077
O8 0.8933 -1.0854 4.2047  -0.817
H25 0.6971 -0.3354 6.9048  0.223
H26 2.0647 0.3937 6.0404  0.217
H27 2.2939 -0.8684 7.2944  0.238
H28 1.0678 -2.4526 5.7095  0.198
H29 2.6449 -1.8570 5.0973  0.184
H30 -0.0404 -1.1339 4.4494  0.537
C12 -0.6969 -4.1371 2.0005  -0.246
O9 -0.6476 -3.4821 0.7374  -0.730
H31 -0.4970 -5.1860 1.7903  0.183
H32 0.0598 -3.8093 2.7234  0.130
H33 -1.7071 -3.9893 2.3857  0.181
H34 -0.7551 -2.5346 0.8853  0.479
C13 -2.4454 -2.0009 -1.9237  -0.251
O10 -2.3493 -0.5881 -1.8759  -0.762
H35 -1.6557 -2.4586 -2.5215  0.165
H36 -2.5540 -2.4254 -0.9242  0.170
H37 -3.3893 -2.1937 -2.4412  0.172
H38 -1.5559 -0.3006 -1.3938  0.494
C14 4.2035 -0.4238 -2.5094  -0.253
O11 3.4902 -1.1941 -1.5597  -0.748
H39 4.6139 0.5083 -2.1254  0.176
H40 4.9534 -1.0729 -2.9571  0.174
H41 3.5467 -0.1402 -3.3438  0.161
H42 2.9063 -0.6188 -1.0394  0.480

Forces on atoms 1 to 2 (eV/Å):
Co -2.184 0.381 -1.943
C -0.134 1.232 -1.716

Gap between HOMO and LUMO (alpha / beta), eV: 6.8296 / 6.2208
Multiplicity: 4
Lowest unoccupied orbital energy (alpha / beta), eV: -2.3123 / -2.9211

***

No. 2
ORCA calculation (the ωB97M-V functional and the def2-TZVPD basis) on 16 unconnected molecules or ions with the total composition C103H137N16O25.

Each line ends with the Mulliken charge.
Atoms and positions in Å:
C1 -1.6712 5.2011 -6.7425  -0.758
N1 -0.6381 5.6882 -5.8050  0.395
C2 -0.1516 4.8406 -4.8113  -0.019
C3 0.9885 5.1442 -4.1643  1.551
C4 1.7486 6.3277 -4.4333  0.933
C5 1.2804 7.0704 -5.4930  -0.943
C6 0.1355 6.7273 -6.1912  -1.217
C7 2.8984 6.9085 -3.6654  0.744
C8 3.1367 6.6039 -2.3169  -0.053
C9 4.1851 7.1781 -1.5896  -0.583
N2 4.8878 8.1854 -2.1585  0.017
C10 4.7822 8.4284 -3.4696  -0.338
C11 3.8145 7.7643 -4.2370  -1.126
C12 5.9846 8.8710 -1.3742  -0.828
H1 -2.2016 6.0524 -7.2145  0.427
H2 -2.4064 4.6132 -6.1735  0.243
H3 -1.1895 4.5825 -7.5173  0.235
H4 -0.6835 3.9262 -4.6221  -0.225
H5 1.3147 4.4313 -3.3910  -0.710
H6 1.7306 8.0027 -5.7837  0.623
H7 -0.1936 7.2533 -7.0972  0.543
H8 2.4908 5.9027 -1.7961  0.192
H9 4.4182 6.9740 -0.5630  0.665
H10 5.5256 9.1086 -3.8864  0.454
H11 3.8531 7.9877 -5.2804  0.667
H12 6.5519 9.4479 -2.0847  0.321
H13 6.6357 8.1117 -0.9533  0.382
H14 5.5555 9.5507 -0.6375  0.345
C13 -3.9313 12.1362 -3.8014  -0.796
N3 -3.5177 10.8296 -3.2774  -0.029
C14 -2.3691 10.6629 -2.6209  -0.325
C15 -1.9745 9.4251 -2.0645  -0.736
C16 -2.7503 8.2925 -2.1745  1.557
C17 -3.9658 8.5221 -2.8790  -0.696
C18 -4.3484 9.7509 -3.3893  -0.712
C19 -2.3234 6.9590 -1.7736  1.668
C20 -1.1054 6.7410 -1.1214  -0.672
C21 -0.7604 5.4806 -0.6772  -0.413
N4 -1.5949 4.4086 -0.9124  0.616
C22 -2.7585 4.5865 -1.5562  0.040
C23 -3.1765 5.8636 -1.9764  -1.406
C24 -1.2789 3.1486 -0.2261  -1.525
H15 -4.0088 12.0301 -4.8625  0.387
H16 -3.1890 12.8831 -3.5286  0.289
H17 -4.8893 12.4101 -3.3546  0.378
H18 -1.7972 11.6080 -2.5554  0.398
H19 -0.9913 9.4563 -1.6341  0.415
H20 -4.6518 7.6995 -3.0974  0.377
H21 -5.2812 9.9840 -3.9157  0.504
H22 -0.4335 7.5599 -0.8756  0.505
H23 0.1799 5.2069 -0.1758  -0.075
H24 -3.4294 3.7431 -1.6865  0.463
H25 -4.1220 5.8862 -2.5214  0.325
H26 -0.3975 2.6668 -0.6614  0.145
H27 -2.1247 2.4918 -0.3336  0.299
H28 -1.1446 3.3390 0.8407  0.779
C25 -8.5154 2.3457 2.4203  -0.872
N5 -7.2519 1.9669 3.1572  0.061
C26 -7.2660 0.8892 3.9500  -0.068
C27 -6.1724 0.5144 4.7247  -0.522
C28 -5.0027 1.2757 4.6604  0.422
C29 -4.9802 2.3893 3.7264  -0.865
C30 -6.0943 2.7039 3.0317  -0.765
C31 -3.7984 1.0352 5.5067  1.843
C32 -2.4877 1.0765 5.0667  -0.477
C33 -1.4231 0.8536 5.9229  -0.676
N6 -1.6899 0.5131 7.1823  0.140
C34 -2.9652 0.5057 7.6701  -0.610
C35 -4.0284 0.7352 6.8476  -0.655
C36 -0.6509 -0.1915 8.0153  -1.444
H29 -8.3857 2.3446 1.3474  0.373
H30 -8.8161 3.3365 2.7661  0.366
H31 -9.2403 1.5487 2.5463  0.317
H32 -8.1881 0.3498 4.1485  0.498
H33 -6.2045 -0.3719 5.3257  0.145
H34 -4.1310 3.0553 3.6215  0.613
H35 -6.0857 3.5034 2.2950  0.498
H36 -2.2948 1.3612 4.0197  0.213
H37 -0.3903 0.8072 5.6296  0.644
H38 -3.1175 0.2872 8.6949  0.459
H39 -4.9684 0.8705 7.3203  0.635
H40 -0.6915 -1.2401 7.7799  0.707
H41 -0.8551 0.0976 9.0456  0.468
H42 0.3553 0.1818 7.7784  0.304
C37 -6.5400 -5.3664 8.1677  -0.924
N7 -5.0453 -4.9698 8.3449  0.208
C38 -4.7549 -4.0603 9.2808  -0.323
C39 -3.4370 -3.7861 9.7046  -0.904
C40 -2.3669 -4.4716 9.0742  0.765
C41 -2.7119 -5.4299 8.1179  -0.690
C42 -4.0598 -5.6400 7.7685  -0.484
C43 -0.9421 -4.1776 9.3829  0.388
C44 -0.3928 -4.3954 10.6509  -0.562
C45 0.9653 -4.2142 10.8429  -0.553
N8 1.7079 -3.7718 9.7907  0.002
C46 1.1677 -3.4440 8.5780  -0.098
C47 -0.1514 -3.6801 8.3444  -0.486
C48 3.1771 -3.5855 10.0479  -0.916
H43 -6.6153 -5.8769 7.2003  0.338
H44 -7.0848 -4.4488 8.0835  0.475
H45 -6.7908 -6.0147 8.9754  0.360
H46 -5.6233 -3.6185 9.7570  0.528
H47 -3.3839 -3.0421 10.4771  0.626
H48 -1.9355 -5.9980 7.6442  0.679
H49 -4.4164 -6.2888 6.9789  0.611
H50 -0.9873 -4.7927 11.4198  0.684
H51 1.5461 -4.4742 11.7331  0.514
H52 1.8155 -3.0483 7.7993  0.450
H53 -0.5433 -3.5239 7.3580  0.099
H54 3.2919 -3.0888 11.0147  0.392
H55 3.5445 -3.0232 9.2083  0.298
H56 3.6220 -4.5758 10.1656  0.376
C49 4.4473 1.6370 -4.1907  0.054
N9 5.4503 1.5654 -3.0566  0.489
C50 6.1644 2.6460 -2.7852  -0.154
C51 7.2474 2.5989 -1.9201  -0.840
C52 7.6514 1.3737 -1.4366  1.050
C53 6.8384 0.2549 -1.6752  -1.089
C54 5.7095 0.3870 -2.4534  -0.467
C55 8.8565 1.1517 -0.6188  0.521
C56 9.2812 2.0877 0.3469  -0.652
C57 10.4098 1.8746 1.0818  -0.429
N10 11.1654 0.7481 0.9468  -0.026
C58 10.7796 -0.1826 0.0121  -0.187
C59 9.6390 -0.0124 -0.7502  -0.769
C60 12.4405 0.5765 1.6680  -0.769
H57 3.8925 0.7038 -4.1745  -0.790
H58 4.9803 1.6967 -5.1602  0.782
H59 3.8265 2.5121 -4.0685  0.167
H60 5.7398 3.5524 -3.1971  0.450
H61 7.8184 3.4601 -1.6853  0.650
H62 7.0526 -0.7294 -1.2347  0.562
H63 5.0122 -0.4302 -2.6586  0.793
H64 8.7395 2.9979 0.6375  0.403
H65 10.8416 2.6083 1.7345  0.510
H66 11.4124 -1.0552 -0.1252  0.408
H67 9.4722 -0.8150 -1.4781  0.525
H68 12.2318 0.7132 2.7363  0.373
H69 13.1287 1.3451 1.3962  0.387
H70 12.8047 -0.4030 1.4166  0.252
C61 3.1135 -2.7396 0.3526  -0.869
N11 1.9462 -3.6136 0.7849  0.555
C62 1.8707 -3.7627 2.1348  -0.800
C63 0.8766 -4.5562 2.6121  -0.690
C64 0.0056 -5.3104 1.7554  0.998
C65 0.1672 -5.1078 0.3735  -1.073
C66 1.1298 -4.2380 -0.0718  -0.001
C67 -1.0249 -6.2106 2.2873  0.780
C68 -2.3234 -6.2719 1.7376  -0.285
C69 -3.1514 -7.3129 2.1076  -0.873
N12 -2.7203 -8.2800 2.9770  0.164
C70 -1.4825 -8.2498 3.4956  -0.848
C71 -0.6474 -7.1830 3.1695  -0.847
C72 -3.7054 -9.4146 3.1906  -0.805
H71 2.9190 -2.3510 -0.6255  -0.070
H72 3.9842 -3.3998 0.3225  0.389
H73 3.3049 -1.9282 1.0576  0.382
H74 2.4986 -3.1750 2.8425  0.485
H75 0.6888 -4.4854 3.6816  0.647
H76 -0.4072 -5.6469 -0.3457  1.134
H77 1.2100 -4.1388 -1.1648  0.217
H78 -2.7432 -5.4569 1.1415  0.678
H79 -4.1906 -7.3424 1.8411  0.473
H80 -1.1731 -9.0398 4.1363  0.530
H81 0.3362 -7.2600 3.6034  0.631
H82 -3.4248 -10.2744 2.5601  0.375
H83 -4.6664 -8.9928 2.9733  0.264
H84 -3.6196 -9.8207 4.1901  0.382
C73 -3.2099 -3.6947 5.1909  -0.366
N13 -2.7263 -2.9191 3.9623  1.802
C74 -1.4709 -2.3738 4.0142  -0.075
C75 -0.9735 -1.6639 2.9630  0.110
C76 -1.7637 -1.4467 1.7822  1.116
C77 -3.0291 -2.0582 1.7905  -1.032
C78 -3.5014 -2.7937 2.9000  -0.564
C79 -1.1095 -0.7075 0.6048  0.119
C80 -1.7319 -0.3649 -0.5857  -0.841
C81 -0.9070 -0.0255 -1.6398  0.197
N14 0.4148 0.2625 -1.5181  2.353
C82 0.9308 0.1805 -0.2742  -0.689
C83 0.2595 -0.4060 0.7369  -1.052
C84 1.2253 0.8529 -2.6359  -0.720
H85 -2.4174 -4.3724 5.4754  0.625
H86 -4.1294 -4.1820 4.9034  -1.102
H87 -3.4145 -2.9206 5.9716  0.179
H88 -0.8484 -2.5265 4.8782  -0.438
H89 0.0537 -1.3817 3.0490  -1.251
H90 -3.6491 -2.0477 0.9164  0.675
H91 -4.4746 -3.2499 2.9168  0.492
H92 -2.7824 -0.4754 -0.8879  0.563
H93 -1.2908 -0.0421 -2.6343  -0.351
H94 1.9931 0.3750 -0.1793  0.485
H95 0.8092 -0.4823 1.6819  0.763
H96 2.2588 0.6767 -2.4441  0.819
H97 1.0420 1.9321 -2.6077  -0.874
H98 0.8343 0.3442 -3.5037  -0.386
C85 -1.3530 -3.9625 -8.7843  -0.683
O1 -1.3786 -4.1303 -7.3530  -0.384
C86 -1.2528 -2.9517 -6.6613  -0.074
C87 -1.6901 -3.0356 -5.1972  -0.602
N15 -0.7309 -3.7895 -4.4241  2.733
H99 0.1849 -3.3544 -4.5570  -0.102
H100 -1.0694 -3.6364 -3.4638  -0.892
C88 -0.6236 -5.2836 -4.6272  -0.347
C89 -0.3131 -5.9288 -3.2703  -0.723
O2 0.9414 -5.3978 -2.7647  0.274
C90 2.0948 -6.2781 -2.9158  -1.032
H101 -2.2350 -3.3903 -9.0842  0.330
H102 -1.2446 -4.9353 -9.2429  0.312
H103 -0.4183 -3.4565 -9.1037  0.209
H104 -1.9041 -2.1503 -7.0473  0.593
H105 -0.2382 -2.5367 -6.6787  -0.226
H106 -2.6645 -3.5032 -5.1132  0.516
H107 -1.8018 -2.0928 -4.6996  -0.005
H108 0.0909 -5.4490 -5.4216  0.384
H109 -1.5435 -5.8026 -4.9071  0.448
H110 -0.3431 -7.0441 -3.3694  0.474
H111 -1.0518 -5.6327 -2.5846  -0.001
H112 2.9832 -5.7281 -2.6398  0.199
H113 2.2499 -6.6080 -3.9489  0.378
H114 2.0037 -7.1790 -2.3055  0.314
C91 1.8196 3.7370 -7.4020  -0.995
O3 1.3106 2.7494 -6.5329  0.169
C92 0.4018 1.8273 -7.1677  -1.047
C93 0.3005 0.5926 -6.3445  -0.026
N16 1.6469 -0.0906 -6.2845  2.315
H115 2.3686 0.6069 -5.9873  -0.088
H116 1.7651 -0.8710 -5.5693  -0.603
C94 2.1021 -0.6712 -7.6159  -0.181
C95 3.5837 -1.0006 -7.5546  -0.734
O4 4.3584 0.2466 -7.3322  -0.208
C96 5.4730 0.2330 -8.2089  -0.948
H117 1.0534 4.0980 -8.0580  0.395
H118 2.5581 3.2946 -8.1001  0.420
H119 2.3185 4.5054 -6.7911  0.041
H120 0.7869 1.6378 -8.1870  0.502
H121 -0.5699 2.3650 -7.3165  0.624
H122 -0.4758 -0.0576 -6.7065  0.198
H123 0.1088 0.8825 -5.3212  -0.354
H124 1.8692 -0.0596 -8.4884  0.469
H125 1.5371 -1.5921 -7.7767  0.033
H126 3.9632 -1.5092 -8.4310  0.693
H127 3.7967 -1.6560 -6.6610  0.082
H128 5.1693 0.3151 -9.2649  0.365
H129 6.1602 -0.6273 -7.9922  0.383
H130 6.1770 1.0313 -7.9254  0.260
O5 -6.2660 -5.7315 2.8974  -0.507
C97 -5.7328 -5.9480 4.2363  0.232
O6 -6.3069 -5.5730 5.3009  -0.521
O7 -4.5915 -6.5382 4.1935  -0.295
H131 -6.8502 -4.9522 2.8394  0.344
O8 -2.6971 0.7373 -3.9370  -0.466
C98 -2.1349 2.0138 -3.9608  -0.178
O9 -1.0780 2.1427 -3.3827  0.858
O10 -2.9141 2.7764 -4.5934  -0.842
H132 -3.5505 0.7493 -4.3318  0.360
O11 2.3776 -3.0326 -2.8170  -0.440
C99 2.3333 -2.0121 -3.6104  0.559
O12 3.1455 -1.1249 -3.4270  -0.508
O13 1.4456 -2.0070 -4.5187  -1.593
H133 1.6756 -3.6452 -2.9803  -0.455
O14 -7.2360 -3.0672 6.0382  -0.598
C100 -6.1258 -2.6726 5.5268  0.830
O15 -6.0385 -2.8052 4.2796  -0.705
O16 -5.2267 -2.0972 6.2335  -0.571
H134 -7.6314 -3.8798 5.6127  0.507
O17 2.0124 -0.1966 5.9973  -0.476
C101 1.6285 -1.3174 5.3485  0.491
O18 0.7759 -1.9618 5.9752  -0.185
O19 2.2254 -1.4445 4.2302  -0.816
H135 2.7654 0.1579 5.5234  0.312
O20 -3.0942 -3.8744 -0.5643  -0.194
C102 -2.2599 -4.0249 -1.7165  -0.253
O21 -2.8398 -4.6275 -2.5981  -0.662
O22 -1.1573 -3.3352 -1.7835  -0.654
H136 -3.8631 -4.1944 -1.0847  0.323
O23 2.7146 4.0675 0.4373  -0.667
C103 2.6660 3.5604 -0.8721  -0.343
O24 3.7038 3.1345 -1.3660  -0.690
O25 1.5932 3.6200 -1.5334  0.395
H137 1.6967 3.9905 0.4891  0.562

Forces on atoms 1 to 2 (eV/Å):
C -1.077 0.055 -0.001
N 2.024 -0.799 -0.135

Gap between HOMO and LUMO, eV: 4.3160
Charge: +9
Lowest unoccupied orbital energy, eV: -16.3494

***

No. 3
ORCA calculation (the ωB97M-V functional and the def2-TZVPD basis) on a single CH3NO3S molecule.

Each line ends with the natural charge from an NBO analysis.
Atoms and positions in Å:
C1 -1.1806 0.0653 -0.3101  0.538
N1 -0.3266 -0.8259 0.2532  -0.886
O1 1.3109 0.9006 1.0388  -0.879
O2 1.8474 -0.2741 -1.1516  -0.889
O3 -0.8697 1.2104 -0.5553  -0.601
S1 1.4078 -0.5506 0.2006  1.664
H1 -2.2840 -0.3704 -0.4713  0.115
H2 -0.8648 -1.7443 0.4643  0.428
H3 0.9596 1.5889 0.5315  0.509

Forces on atoms 1 to 2 (eV/Å):
C -1.732 0.617 -0.141
N -1.672 -2.288 -0.169

Gap between HOMO and LUMO, eV: 10.6794
Lowest unoccupied orbital energy, eV: 0.3932